[1]
# C18H25As2Cl2N3O3RuS2

C18H25As2Cl2N3O3RuS2 as an isolated structure in a non-equilibrium geometry (ωB97M-V/def2-TZVPD, the Open Molecules 2025 dataset).

As for the total charge: +2. As for the HOMO-LUMO gap (alpha / beta): 0.2420 / 0.2419 Eh.

Positions of all 56 atoms, in Å:
Ru (-0.138, -0.034, -0.099)
Cl (-0.101, 0.380, 2.360)
C (1.572, 0.859, 2.590)
C (1.997, 1.088, 3.885)
C (3.297, 1.529, 4.076)
C (4.130, 1.761, 2.991)
C (3.664, 1.540, 1.704)
Cl (4.714, 1.843, 0.363)
C (2.373, 1.063, 1.477)
S (1.861, 0.716, -0.196)
H (1.336, 0.910, 4.722)
H (3.665, 1.690, 5.079)
H (5.145, 2.105, 3.134)
C (0.897, 0.868, -3.535)
As (-0.226, -0.288, -2.476)
C (0.169, -2.061, -3.122)
C (-2.020, 0.144, -3.065)
C (-2.299, 0.310, -4.415)
C (-3.588, 0.620, -4.823)
C (-4.604, 0.764, -3.887)
C (-4.334, 0.594, -2.536)
C (-3.044, 0.286, -2.125)
As (-2.647, -0.042, -0.269)
C (-3.690, 1.211, 0.759)
C (-3.476, -1.744, 0.110)
H (0.826, 0.558, -4.576)
H (1.932, 0.778, -3.207)
H (0.557, 1.897, -3.443)
H (0.002, -2.075, -4.199)
H (-0.476, -2.786, -2.632)
H (1.210, -2.299, -2.907)
H (-1.521, 0.201, -5.162)
H (-3.802, 0.751, -5.875)
H (-5.607, 1.007, -4.209)
H (-5.137, 0.705, -1.817)
H (-4.744, 0.988, 0.599)
H (-3.472, 2.229, 0.457)
H (-3.457, 1.076, 1.815)
H (-4.540, -1.633, -0.099)
H (-3.323, -1.998, 1.157)
H (-3.044, -2.519, -0.517)
C (1.039, 4.600, 2.332)
N (0.193, 3.692, 1.564)
C (0.413, 3.356, 0.314)
N (1.440, 3.840, -0.353)
S (-0.755, 2.316, -0.514)
H (0.613, 4.711, 3.324)
H (1.076, 5.583, 1.861)
H (2.046, 4.187, 2.427)
H (-0.632, 3.303, 1.991)
H (2.107, 4.477, 0.059)
H (1.575, 3.573, -1.315)
O (0.063, -3.854, 0.669)
N (0.257, -2.685, 0.643)
O (1.111, -2.040, 1.216)
O (-0.585, -1.956, -0.146)

Cartesian forces (eV/Å) of the 2 atoms listed first:
-0.4 0.9 -0.4
0.0 -0.1 0.2

What are the Mulliken partial charges on each atom? They are as follows, in elementary charge units: 0.857 -0.133 0.676 -0.941 -0.462 -0.658 0.126 -0.165 0.393 -0.389 0.515 0.451 0.478 -1.252 1.384 -1.245 -0.241 -0.716 -0.799 -0.766 -0.731 0.451 1.155 -1.207 -1.199 0.494 0.486 0.311 0.470 0.379 0.437 0.358 0.426 0.423 0.388 0.487 0.384 0.429 0.487 0.430 0.364 -1.138 0.032 0.006 -0.171 -0.206 0.348 0.390 0.361 0.295 0.235 0.218 -0.536 0.917 -0.548 -0.539

=====

[2]
# C18H25AsCsF9N6O2

C18H25AsCsF9N6O2 as an isolated structure in a non-equilibrium geometry (ωB97M-V/def2-TZVPD, the Open Molecules 2025 dataset).

As for the HOMO-LUMO gap: 0.3085 Eh.

Positions of all 62 atoms, in Å:
Cs (0.412, 0.129, 0.057)
C (-4.184, -3.570, -0.634)
N (-4.602, -2.226, -0.298)
C (-5.673, -2.198, 0.686)
C (-3.616, -1.232, -0.305)
N (-2.365, -1.405, -0.400)
N (-4.177, 0.042, -0.261)
C (-3.521, 1.267, -0.195)
N (-4.422, 2.330, -0.230)
N (-2.259, 1.367, -0.157)
H (-5.065, -4.146, -0.916)
H (-3.694, -4.081, 0.206)
H (-3.504, -3.545, -1.483)
H (-6.609, -2.535, 0.235)
H (-5.815, -1.199, 1.088)
H (-5.444, -2.862, 1.528)
H (-2.084, -2.377, -0.354)
H (-5.154, 0.082, -0.483)
H (-5.354, 2.178, 0.120)
H (-4.036, 3.215, 0.044)
H (-1.952, 2.331, -0.080)
C (-0.339, -1.916, 4.505)
As (0.876, -1.000, 3.286)
C (1.599, -2.458, 2.249)
C (2.212, -0.228, 4.448)
O (0.035, 0.130, 2.468)
H (0.171, -2.698, 5.066)
H (-1.141, -2.345, 3.906)
H (-0.767, -1.183, 5.187)
H (2.234, -3.094, 2.863)
H (2.187, -2.041, 1.433)
H (0.766, -3.038, 1.852)
H (2.791, -0.997, 4.955)
H (1.685, 0.389, 5.174)
H (2.867, 0.404, 3.854)
N (0.009, 0.178, -2.984)
C (0.027, 0.115, -4.132)
C (0.052, 0.048, -5.561)
C (-1.093, 0.354, -6.296)
C (-1.052, 0.301, -7.678)
C (0.121, -0.055, -8.329)
C (1.259, -0.364, -7.596)
C (1.231, -0.314, -6.213)
H (-2.002, 0.630, -5.779)
H (-1.939, 0.540, -8.251)
H (0.150, -0.090, -9.410)
H (2.172, -0.643, -8.104)
H (2.112, -0.550, -5.631)
F (4.433, 1.193, 2.239)
C (4.832, 0.072, 1.604)
F (6.173, 0.123, 1.527)
F (4.527, -0.965, 2.419)
C (4.061, -0.092, 0.242)
O (2.764, -0.210, 0.450)
C (4.637, -1.371, -0.473)
F (4.311, -2.471, 0.238)
F (5.973, -1.390, -0.637)
F (4.089, -1.526, -1.692)
C (4.405, 1.152, -0.651)
F (3.920, 2.276, -0.094)
F (5.727, 1.336, -0.849)
F (3.829, 1.048, -1.863)

Cartesian forces (eV/Å) of the 2 atoms listed first:
-1.7 0.4 -2.8
0.0 0.1 0.0

What are the Mulliken partial charges on each atom? They are as follows, in elementary charge units: 1.508 -1.161 0.047 -1.041 0.207 -0.388 -0.158 0.130 -0.491 -0.279 0.291 0.389 0.411 0.320 0.353 0.336 0.163 0.305 0.189 0.234 0.071 -1.153 0.964 -0.555 -0.950 -0.940 0.365 0.315 0.361 0.358 -0.113 0.355 0.335 0.427 0.164 -0.242 -0.229 0.625 -0.432 -0.482 -0.377 -0.492 -0.449 0.450 0.376 0.382 0.381 0.498 -0.274 0.621 -0.266 -0.234 0.521 -1.218 0.549 -0.233 -0.258 -0.230 0.365 -0.244 -0.265 -0.210

=====

[3]
# C18H25Br2FN2O8PS

A 2-piece molecular cluster, C18H25Br2FN2O8PS overall in a non-equilibrium geometry (ωB97M-V/def2-TZVPD, the Open Molecules 2025 dataset).

As for the total charge: +1. As for the HOMO-LUMO gap: 0.2849 Eh.

Positions of all 58 atoms, in Å:
C (2.835, 0.842, 0.246)
C (1.850, 0.749, -0.427)
C (0.814, 0.793, -1.461)
C (1.416, 1.586, -2.697)
O (0.786, 1.594, -3.713)
N (2.710, 2.237, -2.590)
C (2.615, 3.643, -2.855)
O (2.911, 4.477, -2.080)
F (2.171, 3.996, -4.067)
C (-0.527, 1.434, -1.100)
C (-0.561, 2.559, -0.059)
C (-1.912, 2.717, 0.656)
C (-2.942, 3.589, -0.096)
C (-3.023, 3.313, -1.581)
O (-2.506, 4.037, -2.385)
O (-3.721, 2.204, -2.021)
C (-1.385, 0.163, -0.810)
C (-0.754, -0.839, -1.731)
C (-1.577, -2.017, -2.114)
Br (-1.895, -3.349, -0.800)
C (-2.102, -2.093, -3.340)
C (-2.986, -3.207, -3.824)
Br (-1.726, -0.682, -4.582)
N (0.455, -0.534, -2.065)
S (1.467, -1.508, -3.060)
H (3.782, 0.985, 0.720)
H (3.263, 1.842, -3.354)
H (-0.953, 1.860, -2.017)
H (-0.263, 3.497, -0.539)
H (0.190, 2.348, 0.712)
H (-1.706, 3.226, 1.601)
H (-2.389, 1.772, 0.926)
H (-2.792, 4.657, 0.047)
H (-3.932, 3.364, 0.323)
H (-3.137, 1.692, -2.593)
H (-1.047, -0.174, 0.190)
H (-2.468, 0.246, -0.808)
H (-3.678, -2.799, -4.567)
H (-3.608, -3.616, -3.028)
H (-2.385, -3.970, -4.325)
H (1.415, -0.783, -4.205)
C (2.134, -4.359, 2.301)
O (2.608, -3.073, 2.748)
P (1.476, -1.956, 3.327)
O (2.394, -0.765, 3.279)
O (1.405, -2.710, 4.771)
C (2.586, -2.777, 5.573)
O (0.036, -1.176, 3.632)
C (-0.011, -0.332, 4.778)
H (3.001, -4.960, 2.037)
H (1.580, -4.867, 3.094)
H (1.501, -4.251, 1.419)
H (3.285, -1.978, 5.322)
H (3.073, -3.743, 5.445)
H (2.281, -2.670, 6.612)
H (0.757, 0.438, 4.723)
H (0.094, -0.908, 5.696)
H (-0.991, 0.142, 4.775)

Cartesian forces (eV/Å) of the 2 atoms listed first:
0.1 0.1 -0.2
-0.5 -0.6 -0.1

What are the Mulliken partial charges on each atom? They are as follows, in elementary charge units: 0.443 -2.531 2.587 -0.955 -0.471 -0.056 0.680 -0.389 -0.188 -0.672 -0.687 -0.799 -0.704 0.689 -0.506 -0.503 -0.571 -0.026 -0.910 -0.042 0.768 -1.369 -0.088 0.447 -0.079 0.540 0.388 0.635 0.381 0.484 0.464 0.337 0.367 0.395 0.335 0.483 0.750 0.398 0.476 0.288 0.208 -0.658 -0.321 1.275 -0.674 -0.366 -0.701 -0.401 -0.641 0.258 0.333 0.212 0.358 0.245 0.257 0.331 0.243 0.250

=====

[4]
# C18H25Br2N5O2

A 2-piece molecular cluster, C18H25Br2N5O2 overall in a non-equilibrium geometry (ωB97M-V/def2-TZVPD, the Open Molecules 2025 dataset).

Its SMILES is [H]/N=C/Cc1ccc(CC(N)(N)N)c2c1C(=O)C=C(NCC)C2=O.BrCCBr. As for the HOMO-LUMO gap: 0.3069 Eh.

Positions of all 52 atoms, in Å:
H (-6.884, -1.251, 0.525)
N (-6.042, -0.940, 0.043)
C (-5.226, -1.904, -0.069)
C (-3.883, -1.781, -0.759)
C (-2.879, -0.896, -0.028)
C (-3.245, 0.033, 0.922)
C (-2.332, 0.837, 1.552)
C (-0.978, 0.755, 1.293)
C (-0.037, 1.666, 2.064)
C (0.609, 2.800, 1.186)
N (0.156, 4.110, 1.740)
N (0.152, 2.762, -0.194)
N (2.081, 2.788, 1.324)
C (-0.595, -0.195, 0.356)
C (-1.526, -1.001, -0.296)
C (-0.997, -2.022, -1.292)
O (-1.551, -2.289, -2.340)
C (0.300, -2.650, -0.880)
C (1.194, -1.907, -0.239)
N (2.434, -2.425, 0.223)
C (2.846, -1.827, 1.514)
C (1.832, -2.049, 2.672)
C (0.860, -0.441, -0.006)
O (1.694, 0.427, -0.148)
H (-5.512, -2.889, 0.338)
H (-3.470, -2.771, -0.961)
H (-4.079, -1.313, -1.734)
H (-4.291, 0.134, 1.189)
H (-2.720, 1.532, 2.291)
H (0.729, 1.058, 2.557)
H (-0.656, 2.191, 2.799)
H (0.277, 4.067, 2.750)
H (0.880, 4.760, 1.440)
H (-0.431, 3.579, -0.346)
H (0.913, 2.840, -0.859)
H (2.398, 1.874, 1.624)
H (2.527, 2.921, 0.422)
H (0.455, -3.705, -1.101)
H (2.210, -3.386, 0.469)
H (3.088, -0.768, 1.420)
H (3.778, -2.321, 1.808)
H (1.403, -1.113, 3.046)
H (1.000, -2.707, 2.393)
H (2.352, -2.514, 3.516)
Br (1.026, -0.766, -4.327)
C (2.585, 0.344, -4.685)
C (3.013, 1.095, -3.453)
Br (1.840, 2.607, -3.099)
H (2.328, 0.997, -5.513)
H (3.365, -0.348, -4.998)
H (4.002, 1.527, -3.589)
H (3.010, 0.477, -2.558)

Cartesian forces (eV/Å) of the 2 atoms listed first:
0.0 0.1 0.0
0.2 0.0 -0.2

What are the Mulliken partial charges on each atom? They are as follows, in elementary charge units: 0.243 -0.601 -0.223 -0.086 0.858 -1.278 -1.187 0.549 -1.945 1.256 -0.755 -0.293 -0.804 0.583 0.442 -0.235 -0.601 -1.069 0.451 -0.351 -0.501 -0.817 0.556 -0.517 0.379 0.324 0.273 0.454 0.426 0.155 0.652 0.341 0.299 0.267 -0.111 0.207 0.330 0.368 0.369 0.124 0.634 0.172 0.264 0.339 -0.125 -0.554 -0.425 -0.090 0.372 0.351 0.395 0.134

=====

Here are the calculated electronic energy numbers, same order: -7373.477179; -4334.643656; -7399.371551; -6273.148996 (Ha).